An isolated molecule of C3H7N3O, computed with the ωB97M-V functional and the def2-TZVPD basis.

Last column: Mulliken charge in e.
Element x y z (Å)
C: -1.64 -1.06 0.73  -0.848
N: -0.73 -0.51 -0.24  -0.536
C: 0.15 0.34 0.12  0.542
N: 0.29 1.00 1.31  -0.434
C: 1.31 0.58 -0.83  0.406
N: 1.15 -0.02 -2.02  -0.347
O: 2.29 1.23 -0.47  -0.650
H: -2.25 -0.32 1.27  0.254
H: -1.07 -1.64 1.47  0.327
H: -2.33 -1.75 0.22  0.284
H: 1.07 1.65 1.33  0.254
H: -0.52 1.24 1.86  0.221
H: 0.34 -0.62 -2.11  0.276
H: 1.94 -0.12 -2.64  0.252

- 2S+1 = 1
- lowest unoccupied orbital energy (eV) = 0.91
- M (g/mol) = 101.1
- calculated total energy (eV) = -9742.8939
- frontier orbital gap (eV) = 10.17
- ΔE to the lowest compared entry with this formula, charge and spin (eV) = 0.139
- structure (SMILES) = C/N=C(\N)C(N)=O
- HOMO (eV) = -9.26

An isolated molecule of C5H7NOS, computed with the ωB97M-V functional and the def2-TZVPD basis.

Last column: Mulliken charge in e.
Element x y z (Å)
C: -1.15 -1.90 0.05  -0.810
N: -0.83 -0.90 1.09  -0.193
C: -1.19 0.46 0.91  -0.066
C: -1.83 1.06 -0.32  -0.099
O: -1.66 0.65 -1.43  -0.476
C: 0.29 0.02 0.91  0.005
C: 1.06 0.07 -0.33  -0.365
S: 2.65 0.40 -0.33  -0.243
H: -1.24 -1.56 -0.98  0.338
H: -0.40 -2.71 0.10  0.286
H: -2.17 -2.28 0.33  0.292
H: -1.52 0.95 1.82  0.348
H: -2.46 1.89 -0.10  0.362
H: 0.86 0.19 1.84  0.358
H: 0.49 -0.06 -1.26  0.260

- 2S+1 = 1
- lowest unoccupied orbital energy (eV) = -0.59
- M (g/mol) = 129.2
- calculated total energy (eV) = -19668.7298
- frontier orbital gap (eV) = 8.27
- ΔE to the lowest compared entry with this formula, charge and spin (eV) = 2.873
- structure (SMILES) = CN1[C@H](C=O)[C@@H]1C=S
- HOMO (eV) = -8.86

A cluster of 2 separate species, C5H12NOS in total, computed with the ωB97M-V functional and the def2-TZVPD basis.

Last column: Mulliken charge in e.
Element x y z (Å)
O: 0.69 -1.75 -3.06  -0.490
C: 0.82 -0.57 -2.85  -0.182
C: -0.38 0.37 -2.75  -0.294
N: 0.05 1.71 -2.33  -0.600
H: 1.82 -0.10 -2.87  0.467
H: -0.73 0.43 -3.78  0.355
H: -1.11 -0.13 -2.11  0.264
H: -0.74 2.33 -2.34  0.236
H: 0.39 1.66 -1.38  0.214
C: -1.32 -0.66 2.18  -1.128
C: 0.08 -0.64 2.75  -0.222
C: 1.01 0.19 1.85  -0.726
S: 1.13 -0.48 0.17  -0.086
H: -1.68 0.36 2.01  0.305
H: -2.06 -1.16 2.80  0.312
H: -1.32 -1.16 1.21  0.325
H: 0.14 -0.22 3.75  0.312
H: 0.54 -1.63 2.77  0.258
H: 2.02 0.24 2.25  0.361
H: 0.64 1.21 1.73  0.319

- 2S+1 = 2
- lowest unoccupied orbital energy (spin up / spin down) (eV) = 0.77 / -2.19
- M (g/mol) = 134.2
- calculated total energy (eV) = -19750.5947
- frontier orbital gap (spin up / spin down) (eV) = 10.31 / 6.98
- ΔE to the lowest compared entry with this formula, charge and spin (eV) = 0.000
- HOMO (spin up / spin down) (eV) = -9.54 / -9.18

A cluster of 2 separate species, C5H10O2 in total, computed with the ωB97M-V functional and the def2-TZVPD basis.

Last column: Mulliken charge in e.
Element x y z (Å)
C: -3.02 0.56 0.12  -0.703
O: -1.85 -0.07 -0.34  -0.292
C: -0.71 0.34 0.39  -0.583
C: 0.53 -0.28 -0.17  -0.554
C: 2.81 0.17 -0.66  -0.648
C: 1.14 -1.41 0.38  0.107
O: 2.34 -1.66 0.12  -0.529
H: -3.22 0.33 1.18  0.282
H: -3.85 0.19 -0.49  0.255
H: -2.96 1.66 0.02  0.291
H: -0.82 0.07 1.46  0.325
H: -0.63 1.44 0.35  0.302
H: 0.62 -0.24 -1.25  0.421
H: 3.53 -0.44 -1.20  0.291
H: 2.37 0.95 -1.27  0.357
H: 3.12 0.49 0.32  0.296
H: 0.60 -2.10 1.05  0.381

- 2S+1 = 1
- lowest unoccupied orbital energy (spin up / spin down) (eV) = -0.25 / -0.25
- M (g/mol) = 102.1
- calculated total energy (eV) = -9437.0713
- frontier orbital gap (spin up / spin down) (eV) = 7.88 / 7.88
- ΔE to the lowest compared entry with this formula, charge and spin (eV) = 5.972
- HOMO (spin up / spin down) (eV) = -8.13 / -8.13

An isolated molecule of C2HN3, computed with the ωB97M-V functional and the def2-TZVPD basis.

Last column: Mulliken charge in e.
Element x y z (Å)
N: 2.21 -0.73 0.01  -0.345
C: 1.19 -0.19 -0.01  0.344
N: -0.01 0.41 0.01  -0.254
C: -1.21 -0.18 0.05  0.338
N: -2.25 -0.71 -0.02  -0.343
H: 0.07 1.40 -0.05  0.260

- 2S+1 = 1
- lowest unoccupied orbital energy (eV) = 0.15
- M (g/mol) = 67.1
- calculated total energy (eV) = -6558.6692
- frontier orbital gap (eV) = 11.10
- ΔE to the lowest compared entry with this formula, charge and spin (eV) = 0.025
- structure (SMILES) = N#CNC#N
- HOMO (eV) = -10.96

A cluster of 2 separate species, C4H10N2O2 in total, computed with the ωB97M-V functional and the def2-TZVPD basis.

Last column: Mulliken charge in e.
Element x y z (Å)
H: -0.91 -0.62 -2.05  0.229
N: 0.05 -0.81 -1.79  -0.711
C: 0.17 -1.11 -0.54  0.764
C: 1.49 -1.48 0.05  -0.830
O: -0.83 -1.16 0.36  -0.277
C: -2.19 -0.80 0.07  -0.798
H: 1.82 -2.43 -0.39  0.317
H: 2.23 -0.71 -0.18  0.187
H: 1.42 -1.60 1.13  0.266
H: -2.78 -1.72 0.02  0.261
H: -2.56 -0.19 0.90  0.238
H: -2.31 -0.22 -0.84  0.356
N: 0.87 2.29 -0.12  -0.315
C: 0.62 2.04 1.19  0.095
O: 1.26 1.24 1.86  -0.543
H: 1.59 1.76 -0.58  0.220
H: 0.29 2.91 -0.67  0.203
H: -0.23 2.61 1.59  0.339

- 2S+1 = 1
- lowest unoccupied orbital energy (eV) = 0.75
- M (g/mol) = 118.1
- calculated total energy (eV) = -11385.0822
- frontier orbital gap (eV) = 10.53
- ΔE to the lowest compared entry with this formula, charge and spin (eV) = 1.821
- structure (SMILES) = [H]/N=C(/C)OC.NC=O
- HOMO (eV) = -9.78

Repeat the second record exactly.
An isolated molecule of C5H7NOS, computed with the ωB97M-V functional and the def2-TZVPD basis.

Last column: Mulliken charge in e.
Element x y z (Å)
C: -1.15 -1.90 0.05  -0.810
N: -0.83 -0.90 1.09  -0.193
C: -1.19 0.46 0.91  -0.066
C: -1.83 1.06 -0.32  -0.099
O: -1.66 0.65 -1.43  -0.476
C: 0.29 0.02 0.91  0.005
C: 1.06 0.07 -0.33  -0.365
S: 2.65 0.40 -0.33  -0.243
H: -1.24 -1.56 -0.98  0.338
H: -0.40 -2.71 0.10  0.286
H: -2.17 -2.28 0.33  0.292
H: -1.52 0.95 1.82  0.348
H: -2.46 1.89 -0.10  0.362
H: 0.86 0.19 1.84  0.358
H: 0.49 -0.06 -1.26  0.260

- 2S+1 = 1
- lowest unoccupied orbital energy (eV) = -0.59
- M (g/mol) = 129.2
- calculated total energy (eV) = -19668.7298
- frontier orbital gap (eV) = 8.27
- ΔE to the lowest compared entry with this formula, charge and spin (eV) = 2.873
- structure (SMILES) = CN1[C@H](C=O)[C@@H]1C=S
- HOMO (eV) = -8.86

> The lowest ΔE to the lowest compared entry with this formula, charge and spin belongs to which entry?

C5H12NOS

> The lowest calculated total energy belongs to which entry?

C5H12NOS

> What is the M in the second record?

129.2 g/mol